*w*
Formula: C4H11N2O2
Source: the OMol25 dataset
Level of theory: ωB97M-V/def2-TZVPD

The LUMO energy comes out at -3.360 eV. The calculation puts the orbital gap at 10.40 eV. Its net charge is +1. The SMILES is CNC(=O)[C@@H]([NH3+])CO. As for the spin multiplicity: 1. The HOMO energy comes out at -13.757 eV.

Last column: natural (NBO) charge in e.
Geometry (Å):
C  -0.106  0.213  2.571  -0.418
N  -0.357  1.320  1.591  -0.580
C  -0.397  1.114  0.263  0.628
O  -0.948  1.943  -0.473  -0.613
C  -0.167  -0.192  -0.447  -0.141
N  -1.165  -0.487  -1.542  -0.658
C  1.238  -0.394  -1.011  -0.096
O  1.171  -1.215  -2.151  -0.743
H  -1.104  -0.187  2.663  0.213
H  0.321  0.644  3.468  0.243
H  0.576  -0.543  2.145  0.199
H  -0.328  2.293  1.876  0.438
H  -0.453  -0.958  0.290  0.223
H  -2.128  -0.522  -1.208  0.450
H  -0.898  -1.420  -1.865  0.462
H  -1.086  0.185  -2.308  0.465
H  1.785  0.545  -1.243  0.206
H  2.004  -0.779  -0.254  0.211
H  2.043  -1.559  -2.365  0.513


*x*
Formula: C4H11N2O2
Source: the OMol25 dataset
Level of theory: ωB97M-V/def2-TZVPD

The LUMO energy comes out at -3.089 eV. The calculation puts the orbital gap at 11.50 eV. Its net charge is +1. As for the spin multiplicity: 1. The HOMO energy comes out at -14.591 eV.

Last column: natural (NBO) charge in e.
Geometry (Å):
C  -0.606  -2.638  -0.438  -0.650
C  -0.595  -1.354  0.328  -0.103
C  -1.706  -0.661  0.522  -0.104
N  -1.665  0.696  1.078  -0.694
H  -1.589  -2.735  -0.886  0.229
H  0.192  -2.645  -1.181  0.244
H  -0.362  -3.509  0.173  0.252
H  0.355  -0.922  0.638  0.213
H  -2.694  -1.012  0.264  0.230
H  -0.699  1.044  1.051  0.472
H  -2.200  1.389  0.547  0.446
H  -2.001  0.756  2.042  0.442
N  2.791  1.438  -0.543  -0.831
C  1.541  1.847  -0.135  0.892
O  0.715  2.162  -1.186  -0.697
O  1.175  1.967  1.002  -0.646
H  2.832  1.004  -1.450  0.393
H  3.295  0.934  0.177  0.415
H  1.222  2.240  -2.002  0.497


*y*
Formula: C4H11N2O2
Source: the OMol25 dataset
Level of theory: ωB97M-V/def2-TZVPD

The LUMO energy comes out at -4.732 eV. The calculation puts the orbital gap at 9.33 eV. Its net charge is +1. As for the spin multiplicity: 1. The HOMO energy comes out at -14.065 eV.

Last column: natural (NBO) charge in e.
Geometry (Å):
N  -2.748  1.039  0.436  -0.880
C  -1.597  0.765  1.152  0.875
O  -0.515  1.433  0.656  -0.702
O  -1.483  0.002  2.062  -0.590
H  -3.567  0.698  0.922  0.414
H  -2.757  0.796  -0.542  0.396
H  -0.828  2.111  0.049  0.500
C  2.462  0.322  -1.913  -0.633
C  2.313  -1.057  -1.300  -0.234
C  0.507  -1.414  0.299  0.149
N  0.920  -1.306  -0.900  -0.385
H  1.880  0.412  -2.832  0.223
H  2.212  1.143  -1.244  0.234
H  3.507  0.457  -2.193  0.258
H  2.555  -1.799  -2.062  0.239
H  2.942  -1.214  -0.427  0.228
H  -0.535  -1.613  0.504  0.249
H  1.283  -1.444  1.054  0.231
H  0.250  -1.179  -1.653  0.429


Tell me which of them is the least stable. Sure, it is *w*.


*w*
Formula: C4H11N2O2
Source: the OMol25 dataset
Level of theory: ωB97M-V/def2-TZVPD

The LUMO energy (spin up / spin down) comes out at -4.771 / -4.465 eV. The calculation puts the orbital gap (spin up / spin down) at 8.69 / 9.64 eV. Its net charge is +1. As for the spin multiplicity: 1. The HOMO energy (spin up / spin down) comes out at -13.457 / -14.107 eV.

Last column: natural (NBO) charge in e.
Geometry (Å):
C  0.260  0.584  1.252  -0.431
C  1.803  -0.734  -0.126  -0.439
C  0.411  1.024  -1.110  -0.402
C  -0.617  -1.097  -0.254  -0.162
N  -2.885  0.037  0.148  0.555
N  0.438  -0.045  -0.039  -0.269
O  -2.818  1.197  0.352  -0.265
O  -3.603  -0.856  -0.003  -0.203
H  -0.413  1.420  1.289  0.254
H  -0.164  -0.078  2.005  0.242
H  1.256  0.904  1.591  0.235
H  1.935  -1.410  0.667  0.238
H  1.998  -1.302  -1.059  0.251
H  2.703  -0.154  0.009  0.251
H  1.129  0.681  -1.876  0.239
H  -0.621  1.340  -1.347  0.254
H  0.885  1.874  -0.744  0.231
H  -0.838  -1.896  0.425  0.216
H  -0.859  -1.488  -1.179  0.203


*x*
Formula: C4H11N2O2
Source: the OMol25 dataset
Level of theory: ωB97M-V/def2-TZVPD

The LUMO energy comes out at -5.348 eV. The calculation puts the orbital gap at 9.38 eV. Its net charge is +1. The SMILES is CC(C)(CO)N[NH+]=O. As for the spin multiplicity: 1. The HOMO energy comes out at -14.725 eV.

Last column: natural (NBO) charge in e.
Geometry (Å):
C  -0.497  -0.641  1.419  -0.647
C  -0.358  -0.063  -0.022  0.088
C  -1.213  1.142  -0.183  -0.606
C  -0.656  -0.969  -1.293  -0.084
O  0.645  -0.819  -1.888  -0.753
N  0.990  0.502  -0.010  -0.245
N  1.873  0.491  0.909  0.257
O  2.922  1.061  0.840  -0.264
H  -0.286  0.265  2.021  0.208
H  0.196  -1.422  1.731  0.224
H  -1.538  -0.838  1.731  0.271
H  -2.285  0.839  -0.037  0.256
H  -0.892  1.930  0.422  0.224
H  -1.134  1.372  -1.305  0.219
H  -0.817  -2.004  -1.088  0.228
H  -1.138  -0.173  -2.054  0.232
H  0.972  -1.616  -2.164  0.489
H  1.322  1.033  -0.832  0.461
H  1.894  -0.091  1.803  0.443


Tell me which of them is the least stable. Sure, it is *w*.


*w*
Formula: BF4H22O11
Source: the OMol25 dataset
Level of theory: ωB97M-V/def2-TZVPD

The LUMO energy comes out at 2.442 eV. The calculation puts the orbital gap at 10.60 eV. Its net charge is -1. As for the spin multiplicity: 1. The HOMO energy comes out at -8.153 eV.

Last column: natural (NBO) charge in e.
Geometry (Å):
B  -9.005  10.246  1.054  1.305
F  -9.549  11.061  0.044  -0.596
F  -7.809  10.634  1.487  -0.565
F  -9.948  10.297  2.076  -0.583
F  -8.890  9.036  0.546  -0.559
O  -4.200  10.156  -0.822  -0.938
H  -3.390  10.593  -0.558  0.460
H  -4.875  10.547  -0.268  0.479
O  -4.124  7.389  3.137  -0.939
H  -4.685  8.164  3.100  0.472
H  -4.482  6.869  3.856  0.466
O  -9.621  7.803  6.232  -0.941
H  -10.059  8.233  5.498  0.480
H  -10.218  7.101  6.490  0.461
O  -6.037  6.536  -0.376  -0.958
H  -6.483  6.863  -1.158  0.478
H  -6.156  7.227  0.275  0.480
O  -6.771  12.690  5.482  -0.940
H  -5.816  12.666  5.540  0.459
H  -6.985  12.058  4.795  0.481
O  -13.208  12.957  2.811  -0.947
H  -12.565  12.444  2.321  0.485
H  -13.819  13.274  2.147  0.462
O  -8.564  7.304  -3.330  -0.936
H  -9.512  7.186  -3.262  0.473
H  -8.453  7.973  -4.005  0.464
O  -8.133  12.414  -3.965  -0.943
H  -7.740  11.692  -4.456  0.460
H  -8.627  11.986  -3.266  0.482
O  -9.759  14.745  1.082  -0.956
H  -9.507  13.828  0.968  0.492
H  -8.943  15.191  1.308  0.463
O  -12.972  14.960  -1.235  -0.944
H  -13.344  15.814  -1.013  0.460
H  -12.086  14.983  -0.873  0.484
O  -9.085  4.464  0.602  -0.946
H  -8.402  5.132  0.531  0.486
H  -8.844  3.804  -0.048  0.459


*x*
Formula: BF4H22O11
Source: the OMol25 dataset
Level of theory: ωB97M-V/def2-TZVPD

The LUMO energy comes out at 2.572 eV. The calculation puts the orbital gap at 8.29 eV. Its net charge is -1. As for the spin multiplicity: 1. The HOMO energy comes out at -5.719 eV.

Last column: natural (NBO) charge in e.
Geometry (Å):
B  -7.305  -20.688  28.279  1.309
F  -8.204  -21.576  27.928  -0.556
F  -6.440  -20.626  27.306  -0.566
F  -7.962  -19.489  28.512  -0.558
F  -6.503  -21.029  29.357  -0.556
O  -7.332  -23.583  26.031  -0.945
H  -7.353  -23.317  26.943  0.485
H  -7.186  -22.742  25.623  0.458
O  -3.163  -21.619  28.169  -0.943
H  -3.781  -21.511  27.448  0.488
H  -2.924  -22.554  28.227  0.446
O  -5.395  -18.712  30.494  -0.980
H  -5.641  -19.591  30.179  0.475
H  -6.298  -18.306  30.388  0.471
O  -4.234  -20.812  25.599  -0.926
H  -3.973  -21.586  25.107  0.460
H  -5.222  -20.934  25.688  0.471
O  -7.606  -17.277  30.175  -0.921
H  -7.272  -16.411  30.180  0.478
H  -8.505  -17.188  30.450  0.470
O  -6.048  -18.726  24.979  -0.912
H  -6.448  -18.357  24.201  0.467
H  -6.319  -19.626  24.922  0.457
O  -6.705  -17.393  27.367  -1.000
H  -6.820  -17.822  26.495  0.489
H  -7.345  -17.896  27.943  0.484
O  -9.001  -18.408  25.923  -0.957
H  -9.227  -19.306  26.069  0.486
H  -9.467  -17.915  26.593  0.460
O  -4.392  -18.746  27.984  -0.925
H  -5.005  -19.389  27.703  0.461
H  -4.169  -18.254  27.162  0.454
O  -10.133  -20.924  25.830  -0.988
H  -10.796  -21.581  25.518  0.484
H  -9.468  -21.336  26.429  0.504
O  -10.484  -19.182  28.533  -0.964
H  -10.433  -18.240  28.478  0.443
H  -9.575  -19.462  28.631  0.493


Tell me which of them is the least stable. Sure, it is *x*.